No. 1
{
  "formula": "C18H17N3O3S",
  "method": "wB97M-V/def2-TZVPD",
  "species": ["C", "C", "C", "C", "C", "S", "C", "C", "C", "O", "O", "C", "N", "N", "N", "C", "C", "C", "C", "C", "C", "C", "O", "C", "C", "H", "H", "H", "H", "H", "H", "H", "H", "H", "H", "H", "H", "H", "H", "H", "H", "H"],
  "xyz": [[8.03499, 0.63653, 0.97391], [6.72275, 0.07334, 0.52139], [5.56542, 0.28578, 1.25857], [4.34355, -0.21157, 0.84224], [4.26081, -0.92623, -0.34378], [2.75778, -1.63008, -0.97225], [1.45169, -0.60976, -0.21981], [1.52332, 0.84106, -0.69810], [0.42471, 1.59559, 0.00119], [0.44857, 1.96531, 1.14071], [-0.62739, 1.78003, -0.82741], [-1.81957, 2.24065, -0.24902], [-2.70171, 1.11236, -0.00150], [-2.10740, 0.01671, 0.47919], [-2.73628, -1.02290, 0.71227], [-4.09040, -1.09602, 0.48647], [-4.76818, -2.28744, 0.76653], [-6.12247, -2.36573, 0.53578], [-6.82450, -1.27284, 0.02445], [-6.17204, -0.09292, -0.25705], [-4.79997, 0.00625, -0.02639], [-4.06205, 1.23402, -0.30586], [-4.51360, 2.26834, -0.74538], [5.41281, -1.15033, -1.09000], [6.62740, -0.65852, -0.65712], [8.16289, 1.64613, 0.58130], [8.08025, 0.69067, 2.05920], [8.86227, 0.02892, 0.61491], [5.61581, 0.84573, 2.18150], [3.47271, -0.03934, 1.45518], [1.52065, -0.67302, 0.86520], [0.51847, -1.07596, -0.53482], [1.38226, 0.88864, -1.77708], [2.48943, 1.27140, -0.42775], [-1.60006, 2.75615, 0.69669], [-2.32803, 2.90752, -0.95165], [-4.20622, -3.11969, 1.15887], [-6.65115, -3.28242, 0.75048], [-7.88660, -1.35551, -0.14964], [-6.69129, 0.76680, -0.65188], [5.34280, -1.71534, -2.00697], [7.51476, -0.84141, -1.24581]],
  "forces_ev_per_angstrom": [[0.0, 0.1, 0.0], [0.0, 0.0, 0.0], [0.1, 0.0, 0.0], [0.0, 0.0, 0.0], [-0.3, -0.1, -0.1], [-0.2, -0.1, 0.1], [0.6, -0.1, -0.2], [-0.2, 0.0, 0.1], [0.5, 0.1, 0.1], [0.0, 0.0, 0.1], [-0.3, 0.0, -0.4], [0.0, 0.6, 0.4], [-0.9, 0.0, -0.3], [1.1, 0.4, 0.1], [0.3, -1.0, 0.4], [-1.1, 0.7, -0.4], [0.1, 0.1, 0.0], [0.1, 0.0, 0.0], [0.0, 0.1, 0.0], [0.1, 0.0, 0.0], [0.1, -0.5, 0.2], [0.2, -0.1, 0.1], [-0.2, 0.1, 0.0], [-0.1, 0.0, 0.0], [0.0, 0.0, 0.1], [0.1, 0.1, 0.0], [0.1, 0.0, 0.1], [0.1, 0.0, 0.0], [0.0, 0.1, 0.1], [-0.1, 0.0, 0.0], [-0.1, 0.0, 0.0], [0.0, 0.0, 0.1], [0.1, 0.0, 0.1], [-0.1, 0.0, 0.0], [-0.1, -0.1, -0.3], [0.2, -0.2, 0.2], [0.1, -0.1, 0.0], [0.0, -0.1, 0.0], [-0.1, 0.0, 0.0], [-0.1, 0.1, 0.0], [0.0, 0.0, -0.1], [0.1, 0.0, -0.1]],
  "orbital_gap_ev": 7.85,
  "smiles": "Cc1ccc(SCCC(=O)OCn2nnc3ccccc3c2=O)cc1",
  "homo_energy_ha": -0.295,
  "e_tot_ha": -1484.289162,
  "total_charge": 0
}

---

No. 2
{
  "formula": "C18H17N3O3S",
  "method": "wB97M-V/def2-TZVPD",
  "species": ["C", "C", "C", "C", "C", "S", "C", "C", "O", "O", "C", "N", "N", "N", "C", "C", "C", "C", "C", "C", "C", "O", "C", "C", "C", "H", "H", "H", "H", "H", "H", "H", "H", "H", "H", "H", "H", "H", "H", "H", "H", "H"],
  "xyz": [[-0.80205, 2.78570, 2.23367], [-0.65647, 1.31616, 2.46905], [-1.74488, 0.46819, 2.31722], [-1.62400, -0.89777, 2.49230], [-0.38728, -1.42383, 2.81852], [-0.16918, -3.19265, 2.95347], [-0.31435, -3.62181, 1.17192], [0.81238, -2.92905, 0.46480], [1.90153, -3.38466, 0.25583], [0.44964, -1.67064, 0.14307], [1.42538, -0.84539, -0.46390], [0.78741, -0.07113, -1.49643], [0.38940, -0.77424, -2.56568], [-0.22830, -0.25477, -3.50040], [-0.55219, 1.08166, -3.48274], [-1.27059, 1.62736, -4.55165], [-1.59546, 2.96467, -4.53597], [-1.21747, 3.77837, -3.46680], [-0.50854, 3.25601, -2.40749], [-0.16799, 1.90333, -2.40695], [0.58683, 1.30075, -1.31250], [1.03080, 1.88164, -0.34574], [0.70460, -0.59191, 2.99833], [0.58624, 0.77827, 2.82280], [1.78396, 1.66244, 2.97051], [-0.50669, 3.35092, 3.11665], [-1.82917, 3.03948, 1.98332], [-0.15280, 3.08605, 1.41227], [-2.70685, 0.88312, 2.05031], [-2.47731, -1.54755, 2.36887], [-0.20404, -4.70173, 1.11482], [-1.28392, -3.28998, 0.80730], [1.82668, -0.14742, 0.27975], [2.21557, -1.47657, -0.88950], [-1.55326, 0.98000, -5.36608], [-2.14860, 3.39247, -5.35870], [-1.48231, 4.82480, -3.47361], [-0.20406, 3.86659, -1.57135], [1.65893, -1.02659, 3.25961], [1.61084, 2.42351, 3.73024], [1.98231, 2.17098, 2.02768], [2.66043, 1.08402, 3.25165]],
  "forces_ev_per_angstrom": [[0.0, 0.0, 0.0], [0.0, -0.1, 0.0], [0.0, 0.0, 0.0], [0.1, 0.0, 0.1], [-0.1, -0.5, 0.2], [-0.1, 0.1, -0.1], [0.1, 0.2, 0.4], [0.1, -0.2, -0.2], [0.1, -0.1, 0.0], [-0.3, 0.1, -0.2], [0.7, -0.3, 0.0], [-0.1, 0.9, 0.4], [0.4, -1.2, 0.2], [-0.4, -0.4, -0.9], [0.1, 1.2, 0.8], [0.1, -0.1, 0.1], [0.0, -0.1, 0.0], [0.1, 0.0, 0.1], [0.0, -0.1, 0.0], [-0.2, -0.2, -0.5], [0.0, -0.1, -0.1], [0.0, 0.2, 0.1], [-0.1, 0.1, 0.0], [0.0, -0.1, 0.0], [0.0, 0.0, 0.0], [0.0, 0.1, 0.1], [-0.1, 0.1, 0.0], [0.0, 0.1, 0.0], [-0.1, 0.1, 0.0], [-0.1, -0.1, 0.0], [0.0, 0.0, -0.1], [0.0, -0.1, -0.1], [-0.1, -0.2, -0.2], [-0.2, 0.2, 0.1], [0.0, -0.1, -0.1], [0.0, 0.0, -0.1], [0.0, 0.1, 0.0], [0.0, 0.1, 0.1], [0.1, 0.0, 0.0], [0.1, 0.1, 0.1], [0.1, 0.1, 0.0], [0.1, 0.0, 0.0]],
  "orbital_gap_ev": 8.34,
  "smiles": "Cc1ccc(SCC(=O)OCn2nnc3ccccc3c2=O)cc1C",
  "homo_energy_ha": -0.315,
  "e_tot_ha": -1484.295657,
  "total_charge": 0
}

---

No. 3
{
  "formula": "C18H17N3O3S",
  "method": "wB97M-V/def2-TZVPD",
  "species": ["C", "N", "C", "C", "N", "C", "S", "C", "C", "C", "C", "O", "O", "C", "C", "N", "C", "O", "C", "C", "C", "C", "C", "C", "C", "H", "H", "H", "H", "H", "H", "H", "H", "H", "H", "H", "H", "H", "H", "H", "H", "H"],
  "xyz": [[-6.21922, 2.12807, -1.83507], [-4.95150, 2.68448, -1.31193], [-4.94297, 4.09488, -0.84194], [-3.77121, 1.94861, -1.26009], [-3.75129, 0.64459, -1.43373], [-2.57851, -0.05996, -1.28709], [-2.29710, -1.79672, -1.26090], [-0.58361, -1.58367, -0.86831], [-0.24381, -0.25806, -0.77984], [-1.43125, 0.60990, -1.01618], [-1.48034, 2.04308, -0.94449], [-0.42361, 2.65933, -0.76416], [-2.65803, 2.66249, -0.96393], [1.19016, 0.19138, -0.55896], [2.17930, -0.94311, -0.83980], [1.67270, -2.14897, -0.13551], [2.41206, -2.82049, 0.85311], [2.07634, -3.96757, 1.10584], [3.46968, -2.18776, 1.61592], [3.19420, -1.02707, 2.34314], [4.22119, -0.43303, 3.16408], [5.50430, -0.95982, 3.13942], [5.79931, -2.10861, 2.40107], [4.78848, -2.69604, 1.61706], [0.42747, -2.68144, -0.67459], [-6.09092, 1.47801, -2.67570], [-6.63278, 1.53392, -1.03038], [-6.93481, 2.88967, -2.12633], [-4.47832, 4.24163, 0.14159], [-5.97420, 4.43341, -0.74378], [-4.48643, 4.79244, -1.55829], [1.40451, 0.99484, -1.22075], [1.27462, 0.59389, 0.49033], [3.20380, -0.62595, -0.54780], [2.18093, -1.10122, -1.91033], [2.19911, -0.59316, 2.35171], [3.99641, 0.49686, 3.71057], [6.26093, -0.47032, 3.73847], [6.82432, -2.49634, 2.47497], [4.99950, -3.59516, 1.01999], [0.66765, -3.16876, -1.61275], [-0.01709, -3.39825, 0.03535]],
  "forces_ev_per_angstrom": [[0.7, -0.3, 1.1], [1.6, 0.7, -0.2], [-0.2, 0.0, -0.3], [-1.4, -1.9, -0.3], [-1.2, 0.4, -0.2], [0.1, 0.6, 0.3], [0.0, 0.4, 0.0], [0.1, 1.9, -0.2], [-1.0, 0.0, -0.5], [1.4, -1.0, 0.2], [4.7, -0.4, 1.1], [-2.3, 0.1, -0.4], [-1.6, 1.2, -0.3], [-0.5, -0.1, 1.1], [-0.8, 0.4, 1.2], [1.8, 1.1, 0.6], [-2.7, -1.5, -1.9], [0.3, -0.2, 0.4], [1.8, 1.8, 0.4], [1.4, 0.4, 1.3], [-1.3, -0.2, -1.4], [-0.4, 0.0, 0.3], [-0.5, 0.1, -0.3], [0.2, -0.4, 0.3], [-0.2, -0.4, 0.7], [0.5, -0.3, -0.5], [-0.5, -0.2, 0.1], [0.3, 0.4, 0.2], [0.1, -0.4, -0.3], [0.0, -0.3, 0.0], [0.2, -0.4, 0.1], [0.1, 0.9, -0.5], [0.1, -0.4, -1.0], [-0.7, -0.6, 0.1], [0.1, -0.4, -0.4], [0.1, -0.1, -0.1], [0.1, -0.7, -0.2], [0.1, -0.1, 0.0], [-0.6, 0.0, -0.4], [-0.1, 0.4, 0.3], [-0.3, -0.4, -0.3], [0.6, 0.0, -0.3]],
  "orbital_gap_ev": 8.62,
  "smiles": "CN(C)c1nc2sc3c(c2c(=O)o1)CCN(C(=O)c1ccccc1)C3",
  "homo_energy_ha": -0.296,
  "e_tot_ha": -1484.296931,
  "total_charge": 0
}

---

No. 4
{
  "formula": "C18H17N3O5",
  "method": "wB97M-V/def2-TZVPD",
  "species": ["C", "C", "C", "C", "N", "C", "C", "C", "C", "C", "O", "C", "O", "C", "C", "C", "C", "C", "C", "N", "O", "O", "C", "C", "N", "O", "H", "H", "H", "H", "H", "H", "H", "H", "H", "H", "H", "H", "H", "H", "H", "H", "H"],
  "xyz": [[-1.03218, 1.97020, -5.83487], [-0.13576, 1.83013, -4.66352], [-0.30844, 1.25483, -3.43780], [0.93990, 1.46658, -2.78972], [1.30739, 1.05261, -1.52100], [2.54340, 0.51080, -1.19703], [3.63753, 0.38796, -2.19178], [2.50188, 0.12760, 0.10531], [1.21655, 0.47460, 0.62131], [0.68436, 0.20540, 1.93392], [-0.32146, 0.70721, 2.40161], [1.43781, -0.87302, 2.72271], [0.68200, -1.36700, 3.80670], [-0.62735, -1.64908, 3.71390], [-1.28282, -1.68537, 4.95648], [-2.63654, -1.88955, 5.06158], [-3.41394, -2.04577, 3.91759], [-2.79988, -2.03611, 2.68979], [-1.41443, -1.88633, 2.57234], [-0.89791, -2.03160, 1.25039], [-1.55834, -1.59985, 0.32345], [0.15202, -2.63592, 1.10683], [0.50395, 1.05436, -0.41946], [-0.88707, 1.56356, -0.39748], [1.76385, 2.11109, -3.58221], [1.10550, 2.33875, -4.73906], [-1.21651, 3.02359, -6.04082], [-0.56526, 1.53440, -6.71644], [-1.97575, 1.47048, -5.63929], [-1.16266, 0.73509, -3.06294], [4.49707, -0.08258, -1.72330], [3.32290, -0.21915, -3.04019], [3.92119, 1.36709, -2.57224], [3.30231, -0.32918, 0.65089], [1.73586, -1.68253, 2.04514], [2.33114, -0.43521, 3.17857], [-0.67406, -1.52128, 5.83142], [-3.09991, -1.90674, 6.03616], [-4.48099, -2.18015, 3.99222], [-3.36640, -2.17144, 1.78057], [-1.58485, 0.73921, -0.55922], [-1.04590, 2.32611, -1.15618], [-1.09822, 1.97623, 0.58568]],
  "forces_ev_per_angstrom": [[0.3, 0.1, 0.0], [-0.3, -0.4, 0.8], [0.3, 0.3, -0.5], [-0.4, 0.5, -1.3], [0.3, 0.0, 0.4], [0.5, -0.3, 0.2], [0.0, 0.1, 0.0], [-0.2, 0.1, -0.2], [-0.2, 0.5, -0.8], [0.1, -0.1, 0.4], [0.2, 0.0, 0.0], [0.1, 0.1, -0.1], [0.1, -0.1, 0.0], [-0.5, -0.2, 0.0], [0.2, 0.0, -0.3], [0.0, 0.0, -0.1], [0.0, 0.0, 0.0], [0.1, 0.0, -0.1], [-0.5, 0.0, 1.2], [0.3, -0.2, -0.8], [-0.1, 0.1, -0.1], [0.0, -0.1, 0.0], [-0.1, -0.1, 0.8], [-0.1, 0.1, 0.0], [0.6, -0.1, 1.2], [-0.6, -0.1, -0.6], [-0.1, 0.0, 0.0], [0.0, 0.0, -0.1], [0.0, 0.0, 0.0], [-0.2, -0.1, 0.0], [0.0, -0.1, 0.0], [0.1, 0.0, -0.1], [0.1, -0.1, -0.1], [0.3, -0.1, 0.0], [0.0, 0.3, 0.3], [-0.1, 0.0, -0.1], [0.1, 0.0, 0.1], [0.0, 0.0, 0.1], [-0.1, 0.0, 0.0], [0.0, 0.0, 0.0], [-0.1, 0.0, 0.0], [0.0, 0.0, 0.0], [0.0, 0.0, -0.1]],
  "orbital_gap_ev": 8.09,
  "smiles": "Cc1cc(-n2c(C)cc(C(=O)COc3ccccc3[N+](=O)[O-])c2C)no1",
  "homo_energy_ha": -0.303,
  "e_tot_ha": -1236.437913,
  "total_charge": 0
}

---

No. 5
{
  "formula": "C18H17N3O5S",
  "method": "wB97M-V/def2-TZVPD",
  "species": ["C", "C", "O", "C", "O", "C", "C", "C", "S", "C", "N", "C", "O", "C", "C", "C", "C", "C", "N", "C", "O", "C", "C", "C", "O", "C", "N", "H", "H", "H", "H", "H", "H", "H", "H", "H", "H", "H", "H", "H", "H", "H", "H", "H"],
  "xyz": [[-2.73772, -2.46475, 0.68792], [-3.90957, -2.18211, -0.24072], [-3.91642, -0.81868, -0.67027], [-4.33259, 0.09393, 0.20708], [-4.77667, -0.15446, 1.29404], [-4.17050, 1.49370, -0.36844], [-2.71334, 1.79011, -0.52999], [-1.92594, 1.38987, -1.56358], [-0.29854, 1.90727, -1.33568], [-0.81067, 2.62784, 0.18117], [0.00162, 3.36831, 1.00071], [1.36756, 3.50792, 1.04732], [1.86371, 4.39099, 1.70948], [2.17276, 2.50543, 0.29577], [3.18665, 2.93061, -0.55412], [3.97321, 1.99974, -1.20877], [3.76144, 0.64573, -1.01922], [2.76477, 0.22477, -0.14804], [2.53474, -1.16046, 0.05621], [1.26898, -1.71752, 0.04780], [0.24885, -1.11253, -0.14956], [1.41106, -3.20147, 0.30852], [2.90719, -3.44152, 0.45085], [3.55157, -2.08328, 0.26826], [4.72123, -1.82250, 0.30324], [1.97546, 1.14800, 0.52024], [-2.06602, 2.49179, 0.43731], [-2.88423, -1.95050, 1.63441], [-2.66812, -3.53328, 0.87271], [-1.81404, -2.10997, 0.23653], [-4.85826, -2.40197, 0.26062], [-3.83307, -2.76182, -1.16277], [-4.61266, 2.20846, 0.32346], [-4.66971, 1.53140, -1.33675], [-2.19708, 0.81320, -2.42282], [-0.50875, 3.96565, 1.64451], [3.34623, 3.98821, -0.69574], [4.75638, 2.32863, -1.87411], [4.37231, -0.08123, -1.52984], [0.84855, -3.45554, 1.20784], [0.96410, -3.75179, -0.51998], [3.18809, -3.83525, 1.42803], [3.30490, -4.12465, -0.30027], [1.21258, 0.81374, 1.20661]],
  "forces_ev_per_angstrom": [[-0.2, 0.2, -0.2], [0.0, -0.4, 0.3], [0.1, 0.0, -0.3], [-0.3, 0.5, 0.0], [0.0, -0.1, 0.2], [0.1, -0.3, 0.2], [0.3, -0.2, -0.9], [0.0, 0.3, 0.2], [-0.6, 0.3, 0.4], [0.1, -0.6, -1.2], [0.0, 0.5, 0.7], [-0.1, 0.0, 0.0], [0.2, 0.1, 0.0], [0.4, -0.2, 0.0], [-0.1, 0.0, 0.1], [0.0, 0.0, 0.0], [-0.1, -0.1, 0.1], [0.1, 0.4, 0.0], [0.1, 0.4, 0.0], [-0.3, -0.4, -0.1], [0.0, 0.0, 0.0], [-0.1, -0.1, 0.0], [0.1, -0.2, 0.0], [0.1, -0.4, 0.1], [0.1, 0.0, 0.0], [0.2, 0.0, 0.0], [0.0, 0.4, 0.8], [0.0, 0.0, 0.1], [0.0, -0.1, 0.0], [0.1, 0.0, 0.0], [0.1, 0.0, -0.2], [-0.1, 0.1, 0.1], [0.0, -0.1, -0.1], [0.0, 0.0, 0.0], [-0.1, -0.2, -0.2], [0.1, -0.1, -0.1], [0.0, 0.1, 0.0], [0.1, 0.0, -0.1], [0.0, -0.1, 0.0], [0.0, 0.0, 0.0], [0.0, 0.1, 0.0], [0.0, 0.0, 0.0], [0.0, 0.1, 0.0], [-0.1, 0.0, 0.0]],
  "orbital_gap_ev": 8.68,
  "smiles": "CCOC(=O)Cc1csc(NC(=O)c2cccc(N3C(=O)CCC3=O)c2)n1",
  "homo_energy_ha": -0.307,
  "e_tot_ha": -1634.864938,
  "total_charge": 0
}